## A
This record from the Open Molecules 2025 dataset describes C6H8O2 as an isolated structure. The level of theory is wB97M-V/def2-TZVPD.

ORCA input file:
```
! RIJCOSX wB97M-V def2-TZVPD def2/J DEFGRID3
* xyz 0 1
C -1.1583 -0.2060 1.0114
C -1.1981 -0.3794 -0.4546
C -0.2090 0.5341 -1.0252
C 1.0815 0.3650 -1.0375
C 1.1326 0.5258 0.4181
C 0.3478 -0.6589 0.9789
H -1.5892 0.7959 1.2845
H -1.6793 -1.2023 1.6731
H -1.0786 -1.4336 -0.7814
H -0.3858 1.7027 -0.7731
H 1.3624 -0.9077 -0.9243
H 1.7442 0.9835 -1.6359
H 0.6521 1.3730 1.1331
H 0.5290 -1.5877 0.4061
O -1.2682 0.3755 -1.7282
O 1.7169 -0.2798 1.4551
*
```

## Properties
- lowest unoccupied orbital energy (eV) = 0.74
- orbital gap (Ha) = 0.374
- HOMO energy (eV) = -9.448

## B
This record from the Open Molecules 2025 dataset describes C6H8O2 as an isolated structure. The level of theory is wB97M-V/def2-TZVPD.

ORCA input file:
```
! RIJCOSX wB97M-V def2-TZVPD def2/J DEFGRID3
* xyz 0 1
C -0.2951 -0.8228 -1.6069
C -0.0208 -1.1820 0.7596
C 0.2620 0.1801 1.3355
C 0.6867 1.6408 0.7407
C -0.1567 0.3707 -0.6411
C -0.8918 -0.2282 0.5840
H 0.4766 -0.6553 -2.3447
H -1.1357 -1.5039 -1.7898
H -0.2171 -2.0383 1.3601
H 0.1995 0.1401 2.4374
H 0.5772 2.5366 1.4301
H 1.7358 1.3353 0.3464
H 0.8356 0.1699 -0.7788
H -2.0480 -0.4068 0.4372
O 0.5986 -1.5830 -0.6128
O -0.3398 1.6668 -0.4033
*
```

## Properties
- lowest unoccupied orbital energy (eV) = 1.04
- orbital gap (Ha) = 0.390
- HOMO energy (eV) = -9.567

## C
This record from the Open Molecules 2025 dataset describes C6H8O2 as an isolated structure. The level of theory is wB97M-V/def2-TZVPD.

ORCA input file:
```
! RIJCOSX wB97M-V def2-TZVPD def2/J DEFGRID3
* xyz 0 1
C 1.4770 0.7236 0.7420
C 0.1997 0.2934 0.0420
C -1.2784 0.7255 0.4514
C -1.4052 -0.0114 -0.8763
C -0.9177 -1.3880 -1.0517
C 0.0662 -1.1954 -0.2556
H 2.2758 0.5611 2.2580
H 1.2243 1.8967 1.0464
H 2.4040 0.5614 0.0301
H -1.4400 0.0185 1.3424
H -1.4455 1.6980 0.4556
H -2.2536 0.4820 -1.5183
H -1.4366 -2.1133 -1.4841
H 0.7137 -1.7867 0.5399
O 1.6002 -0.2223 1.7457
O -0.2117 0.6969 -1.3683
*
```

## Properties
- lowest unoccupied orbital energy (eV) = 0.46
- orbital gap (Ha) = 0.347
- HOMO energy (eV) = -8.969

## D
This record from the Open Molecules 2025 dataset describes a 2-piece molecular cluster, C6H8O2 overall. The level of theory is wB97M-V/def2-TZVPD.

ORCA input file:
```
! RIJCOSX wB97M-V def2-TZVPD def2/J DEFGRID3
* xyz 0 1
C -1.2506 -0.3073 -1.3163
C 0.0978 -1.1275 -1.1520
C 0.5708 -1.2105 0.1450
C 0.5530 -0.7325 1.4109
C 0.6171 0.6656 1.6358
C 0.9980 1.4203 0.4781
H -2.2694 1.5614 -0.2112
H -1.8309 -0.8061 -1.9914
H -0.9810 0.6875 -1.6629
H 0.6653 -1.4080 -2.0807
H 1.3740 -1.8453 -0.1677
H 0.2800 -1.4314 2.2581
H 0.3638 1.2144 2.5793
H 1.8208 0.9633 -0.2960
O -2.0419 -0.3014 -0.0407
O 1.0331 2.6575 0.4117
*
```

## Properties
- lowest unoccupied orbital energy (eV) = -2.30
- orbital gap (Ha) = 0.252
- HOMO energy (eV) = -9.150

Least stable: A

## A
This record from the Open Molecules 2025 dataset describes one molecule with the formula C6H8O2. The level of theory is wB97M-V/def2-TZVPD.

ORCA input file:
```
! RIJCOSX wB97M-V def2-TZVPD def2/J DEFGRID3
* xyz 0 1
C -2.2974 -1.3434 0.1225
C -1.1282 -0.7005 -0.1415
O 0.1599 -1.1138 0.0545
C 1.0590 -0.1587 0.0042
C 2.5012 -0.2960 0.2463
C 0.5590 1.0568 -0.3094
C -0.8168 0.8016 -0.4452
O -1.5114 1.6979 0.3990
H -3.1762 -0.6676 0.0387
H -2.3207 -2.4409 -0.0421
H 2.8492 -0.3945 1.3386
H 3.0551 0.5800 -0.4953
H 2.5475 -1.2479 -0.5080
H 1.2189 1.8842 -0.2939
H -1.3293 0.9491 -1.4050
H -1.3696 1.3938 1.4367
*
```

## Properties
- lowest unoccupied orbital energy (eV) = 0.83
- orbital gap (Ha) = 0.338
- HOMO energy (eV) = -8.367

## B
This record from the Open Molecules 2025 dataset describes a 2-piece molecular cluster, C6H8O2 overall. The level of theory is wB97M-V/def2-TZVPD.

ORCA input file:
```
! RIJCOSX wB97M-V def2-TZVPD def2/J DEFGRID3
* xyz 0 1
C -2.4558 -0.8289 0.0255
C -1.2918 0.1301 -0.0557
C -1.1810 1.4759 0.0456
C 1.1924 1.4107 -0.0451
C 1.2110 0.0623 -0.0444
C 2.2876 -0.8773 0.0600
H -2.3792 -0.9855 1.0838
H -1.6150 -2.1679 -0.3125
H -3.5160 -0.4451 -0.5218
H -2.0078 2.1254 0.1603
H 2.0271 1.9864 0.1393
H 3.2602 -0.3970 -0.5326
H 2.0443 -1.8031 -0.5728
H 2.5305 -1.1939 1.1842
O 0.0259 2.0670 -0.1820
O -0.1323 -0.5590 -0.4320
*
```

## Properties
- lowest unoccupied orbital energy (eV) = 0.78
- orbital gap (Ha) = 0.301
- HOMO energy (eV) = -7.408

## C
This record from the Open Molecules 2025 dataset describes one molecule with the formula C6H8O2. The level of theory is wB97M-V/def2-TZVPD.

ORCA input file:
```
! RIJCOSX wB97M-V def2-TZVPD def2/J DEFGRID3
* xyz 0 1
C 2.4875 -0.0742 0.1266
C 1.0092 -0.1953 -0.0341
C 0.0404 0.7026 -0.2490
O -0.0634 2.0333 -0.3002
C -1.1165 -0.2407 -0.4632
C -2.4567 -0.0278 0.1404
O -0.8955 -1.3066 -1.2294
C 0.2152 -1.4981 -0.1471
H 2.9982 -0.8966 -0.3816
H 2.7685 -0.0999 1.1841
H 2.8603 0.8776 -0.2648
H 0.7806 2.4282 -0.0397
H -2.3978 -0.0155 1.2319
H -3.1654 -0.7880 -0.1888
H -2.8389 0.9497 -0.1748
H -0.2255 -1.8487 0.7897
*
```

## Properties
- lowest unoccupied orbital energy (alpha / beta) (eV) = 0.56 / 0.56
- orbital gap (alpha / beta) (Ha) = 0.288 / 0.288
- HOMO energy (alpha / beta) (eV) = -7.287 / -7.288

Least stable: B

## A
This record from the Open Molecules 2025 dataset describes one molecule with the formula C6H8O2. The level of theory is wB97M-V/def2-TZVPD.

ORCA input file:
```
! RIJCOSX wB97M-V def2-TZVPD def2/J DEFGRID3
* xyz 0 1
C 0.1307 0.0080 -0.2485
C -0.3516 -0.6099 0.8918
C -0.6798 0.9289 -0.9668
C -1.5433 -0.2339 1.4641
C 0.5659 -1.4616 1.7364
C -0.0514 1.6124 -2.1654
O -1.8266 1.2306 -0.6201
O -2.7121 -0.7730 1.4935
H 1.1396 -0.1841 -0.5743
H 1.5874 -1.3788 1.3766
H 0.5341 -1.1564 2.7797
H 0.2483 -2.5018 1.6752
H 0.6481 0.9641 -2.6841
H -0.8343 1.9390 -2.8456
H 0.4862 2.4927 -1.8143
H -3.3615 -0.2239 1.9722
*
```

## Properties
- lowest unoccupied orbital energy (eV) = 0.39
- orbital gap (Ha) = 0.299
- HOMO energy (eV) = -7.738

## B
This record from the Open Molecules 2025 dataset describes a 2-piece molecular cluster, C6H8O2 overall. The level of theory is wB97M-V/def2-TZVPD.

ORCA input file:
```
! RIJCOSX wB97M-V def2-TZVPD def2/J DEFGRID3
* xyz 0 1
O -0.9216 -2.0000 -1.0102
C -0.5677 -0.8035 -0.4151
C -0.3963 0.2869 -1.2258
C -0.3101 1.4969 -0.5286
C -0.3006 1.5664 0.8487
C -0.2668 0.3875 1.6239
C -0.4081 -0.8265 0.9738
H -1.7862 -1.8377 -1.5429
H -0.4591 0.1305 -2.2534
H 0.0011 2.4025 -1.0891
H -0.1045 2.5526 1.4347
H -0.1213 0.5060 2.6873
H -0.4503 -1.6419 1.6433
O 1.9406 -1.1011 -0.4415
H 1.9671 -0.4265 -1.1061
H 2.1837 -0.6920 0.4010
*
```

## Properties
- lowest unoccupied orbital energy (eV) = 0.83
- orbital gap (Ha) = 0.345
- HOMO energy (eV) = -8.571

Least stable: A

## A
This record from the Open Molecules 2025 dataset describes C6H8O2 as an isolated structure. The level of theory is wB97M-V/def2-TZVPD.

ORCA input file:
```
! RIJCOSX wB97M-V def2-TZVPD def2/J DEFGRID3
* xyz 0 1
C -0.3378 -2.1596 0.1187
C 0.1294 -0.7232 -0.0903
C 0.2506 0.2987 1.0575
C -0.9389 0.3611 -0.4434
C -0.0139 1.6071 -0.7102
C 0.8046 1.5311 0.3234
H -1.3724 -2.2316 0.5146
H -0.3927 -2.6158 -0.8936
H 0.4613 -2.5564 0.7719
H 1.6946 -0.0820 -1.1896
H 0.5821 0.0823 2.0241
H -1.8826 0.0640 -0.9678
H -0.0241 2.3626 -1.5386
H 1.7633 2.0224 0.5294
O 1.1591 -0.8627 -1.0073
O -1.1833 0.5456 0.9092
*
```

## Properties
- lowest unoccupied orbital energy (eV) = 0.93
- orbital gap (Ha) = 0.384
- HOMO energy (eV) = -9.526

## B
This record from the Open Molecules 2025 dataset describes a 2-piece molecular cluster, C6H8O2 overall. The level of theory is wB97M-V/def2-TZVPD.

ORCA input file:
```
! RIJCOSX wB97M-V def2-TZVPD def2/J DEFGRID3
* xyz 0 1
C 0.1985 1.2687 0.4681
C 1.2892 0.2134 0.3199
C 0.8120 -1.1814 0.0140
C -0.3435 -1.5585 -0.4235
C -1.2912 -0.3424 -0.4833
C -1.1840 0.3286 0.8541
H 0.4159 0.9760 -1.6075
H 0.4513 2.1159 1.2541
H 1.8348 0.1265 1.1392
H 1.8300 0.5750 -0.6012
H 1.4874 -1.9636 0.0408
H -0.5637 -2.4559 -0.9952
H -1.3276 0.5963 -1.2799
H -0.7316 -0.4686 1.7282
O -0.4392 1.9160 -0.7644
O -2.4383 -0.1461 0.3365
*
```

## Properties
- lowest unoccupied orbital energy (eV) = -0.79
- orbital gap (Ha) = 0.288
- HOMO energy (eV) = -8.633

Least stable: B

## A
This record from the Open Molecules 2025 dataset describes one molecule with the formula C5H8N2OS. The level of theory is wB97M-V/def2-TZVPD.

ORCA input file:
```
! RIJCOSX wB97M-V def2-TZVPD def2/J DEFGRID3
* xyz 0 1
C -0.3322 2.3744 0.3592
C 0.4953 1.1391 0.6989
C 0.3214 -1.0692 -0.2944
C -1.1256 -1.5932 -0.1851
C -0.7603 0.8130 -1.1362
N -0.9067 2.1437 -0.7415
N 0.3802 0.3606 -0.5166
O -2.0982 0.4351 1.2518
S -2.2130 -0.0837 -0.0960
H -0.3221 3.2910 0.8830
H 1.6323 1.4304 0.7719
H 0.0898 0.6875 1.5644
H 1.0062 -1.2243 0.5015
H 0.8899 -1.5904 -1.0691
H -1.3949 -1.9222 -1.2494
H -1.1289 -2.4794 0.4620
H -0.7990 0.6855 -2.2567
*
```

## Properties
- lowest unoccupied orbital energy (eV) = 0.77
- orbital gap (Ha) = 0.333
- HOMO energy (eV) = -8.293

## B
This record from the Open Molecules 2025 dataset describes one molecule with the formula C5H8N2OS. The level of theory is wB97M-V/def2-TZVPD.

ORCA input file:
```
! RIJCOSX wB97M-V def2-TZVPD def2/J DEFGRID3
* xyz 0 1
C -0.4034 -0.6187 -1.0809
C 0.3982 0.4829 -0.3295
C -0.2320 0.9850 0.9173
C -0.0417 -0.8021 -2.5470
C 0.5814 1.1162 2.1745
N -1.2498 -1.2860 -0.4771
N -0.4145 -1.5730 1.8931
O -1.4087 1.2488 0.8502
S -1.6270 -1.4827 1.1012
H 1.5307 0.2409 -0.0885
H 0.5503 1.3421 -1.1209
H 0.0261 -1.8744 -2.7103
H 0.9052 -0.3126 -2.8293
H -0.9360 -0.7487 -3.2038
H 0.7368 0.0069 2.5170
H 0.0800 1.6221 2.8833
H 1.5045 1.6534 2.0506
*
```

## Properties
- lowest unoccupied orbital energy (eV) = -0.34
- orbital gap (Ha) = 0.319
- HOMO energy (eV) = -9.017

Least stable: B

## A
This record from the Open Molecules 2025 dataset describes a 2-piece molecular cluster, CH6NO overall. The level of theory is wB97M-V/def2-TZVPD.

ORCA input file:
```
! RIJCOSX wB97M-V def2-TZVPD def2/J DEFGRID3
* xyz 1 1
C -1.1309 -0.5169 0.0187
N 1.5917 0.2152 0.0853
O -1.8052 0.5503 0.0431
H -0.7245 -1.1276 -0.7382
H -1.0786 -0.8739 0.9770
H 1.3368 1.1627 0.0839
H 1.6547 -0.3210 0.9310
H 2.2003 -0.0680 -0.6340
H -2.0442 0.9791 -0.7667
*
```

## Properties
- lowest unoccupied orbital energy (eV) = -6.44
- orbital gap (Ha) = 0.311
- HOMO energy (eV) = -14.903

## B
This record from the Open Molecules 2025 dataset describes a 2-piece molecular cluster, CH6NO overall. The level of theory is wB97M-V/def2-TZVPD.

ORCA input file:
```
! RIJCOSX wB97M-V def2-TZVPD def2/J DEFGRID3
* xyz 1 1
N -0.6819 1.1503 -1.1350
H -0.7734 0.1764 -1.4232
H 0.0070 1.1414 -0.3666
H -1.5688 1.4864 -0.7507
H -0.3828 1.7796 -1.8869
O 0.3473 -0.5075 0.8061
C 0.8244 -1.4250 1.4400
H 1.0123 -1.5730 2.5089
H 1.2158 -2.2288 0.8073
*
```

## Properties
- lowest unoccupied orbital energy (eV) = -3.96
- orbital gap (Ha) = 0.392
- HOMO energy (eV) = -14.614

Least stable: A